# 1
A structure of composition C18H38BF3IN2O7P at a distorted geometry. Source: OMol25; level of theory: the ωB97M-V functional and the def2-TZVPD basis.

Each line ends with the Mulliken charge.
Element x y z (Å)
1 N -3.884 1.497 1.663  -0.81
2 P -2.941 0.281 1.497  0.71
3 O -3.470 -1.132 1.999  -0.45
4 O -2.567 -0.024 -0.004  -0.40
5 C -1.330 0.504 2.368  -0.17
6 I -1.931 0.850 4.474  0.07
7 O -0.643 -0.715 2.383  -0.25
8 C 0.710 -0.469 2.452  0.39
9 O 1.514 -1.295 2.748  -0.58
10 O 0.943 0.797 2.111  0.14
11 C -0.317 1.530 1.825  0.32
12 C -0.158 2.834 2.604  -1.02
13 C 0.958 3.711 2.014  0.00
14 O 0.487 4.574 1.001  -0.57
15 C 1.604 4.530 3.133  0.64
16 F 2.441 5.453 2.654  -0.28
17 F 2.296 3.741 3.968  -0.23
18 F 0.670 5.179 3.866  -0.28
19 B -0.332 1.828 0.212  0.62
20 N 0.739 1.508 -0.681  -0.48
21 O -1.442 2.474 -0.282  -0.75
22 H -4.765 1.254 2.101  0.23
23 H -3.794 -1.064 2.909  0.41
24 H -2.873 0.744 -0.518  0.32
25 H -1.099 3.393 2.598  0.33
26 H 0.106 2.584 3.633  0.71
27 H 1.760 3.091 1.613  -0.01
28 H -0.258 5.081 1.354  0.49
29 H 1.245 0.660 -0.459  0.27
30 H 1.394 2.262 -0.843  0.30
31 H -1.840 3.093 0.347  0.34
32 C 4.181 1.086 1.654  -0.61
33 C 5.400 0.734 0.809  -0.59
34 C 5.115 -0.370 -0.209  -0.73
35 C 4.687 -1.706 0.401  -0.27
36 C 5.683 -2.306 1.391  -0.44
37 C 7.041 -2.627 0.772  -1.28
38 H 3.835 0.236 2.243  0.17
39 H 4.403 1.898 2.349  0.40
40 H 3.354 1.405 1.014  -0.05
41 H 6.228 0.445 1.462  0.32
42 H 5.736 1.624 0.270  0.34
43 H 6.000 -0.515 -0.835  0.38
44 H 4.324 -0.030 -0.887  0.34
45 H 4.521 -2.420 -0.412  0.42
46 H 3.722 -1.590 0.902  -0.04
47 H 5.252 -3.224 1.799  0.41
48 H 5.818 -1.633 2.242  0.25
49 H 6.934 -3.328 -0.057  0.30
50 H 7.707 -3.079 1.508  0.39
51 H 7.535 -1.730 0.393  0.28
52 C -4.038 -2.880 -1.336  -0.85
53 C -3.639 -3.131 -2.787  -0.48
54 C -3.376 -1.843 -3.568  -0.61
55 C -4.580 -0.907 -3.688  -0.38
56 C -5.817 -1.531 -4.332  -0.52
57 C -5.590 -1.987 -5.770  -1.22
58 H -4.972 -2.319 -1.268  0.27
59 H -4.182 -3.820 -0.802  0.41
60 H -3.272 -2.306 -0.816  -0.01
61 H -4.408 -3.727 -3.285  0.26
62 H -2.728 -3.734 -2.807  0.36
63 H -3.011 -2.099 -4.566  0.35
64 H -2.561 -1.297 -3.082  0.28
65 H -4.281 -0.030 -4.270  0.43
66 H -4.851 -0.531 -2.696  0.10
67 H -6.624 -0.793 -4.316  0.40
68 H -6.167 -2.375 -3.731  0.24
69 H -5.275 -1.151 -6.397  0.29
70 H -6.505 -2.398 -6.197  0.39
71 H -4.824 -2.761 -5.832  0.28

Properties
**HOMO-LUMO gap**: 9.275 eV

=====

# 2
A structure of composition C3H4I2O at a distorted geometry. Source: OMol25; level of theory: the ωB97M-V functional and the def2-TZVPD basis.

Each line ends with the Mulliken charge.
Element x y z (Å)
1 C 0.443 0.564 -0.158  -0.52
2 C -0.644 -0.580 -0.084  0.23
3 C -1.737 -0.004 -0.164  -0.54
4 O -0.150 1.318 -1.256  -0.47
5 I -2.660 1.854 -0.019  0.24
6 I -3.493 -1.588 0.161  -0.09
7 H 1.603 0.524 -0.257  0.38
8 H 0.142 1.160 0.705  0.21
9 H -0.652 -1.728 -0.115  0.26
10 H 0.579 1.372 -1.876  0.29

Properties
**Relative energy (zero: lowest compared OMol25 entry of this formula, charge and spin)**: 3.180 eV
**HOMO-LUMO gap**: 8.457 eV

=====

# 3
A cluster of 2 separate species, C25H26O5S in total at a distorted geometry. Source: OMol25; level of theory: the ωB97M-V functional and the def2-TZVPD basis.

Each line ends with the Mulliken charge.
Element x y z (Å)
1 C 2.275 0.873 5.833  -0.82
2 O 0.897 1.287 5.836  -0.44
3 C 0.074 0.793 4.871  1.01
4 C -1.286 1.184 4.942  -0.68
5 C -2.204 0.605 4.104  -0.63
6 C -1.844 -0.478 3.220  0.33
7 C -2.864 -1.241 2.596  -1.31
8 C -2.622 -2.227 1.578  0.72
9 C -3.518 -2.305 0.470  -0.45
10 C -3.287 -3.141 -0.590  -0.82
11 C -2.165 -4.010 -0.572  0.93
12 O -2.069 -4.885 -1.609  -0.44
13 C -0.983 -5.833 -1.622  -0.82
14 C -1.266 -3.973 0.522  -0.98
15 C -1.539 -3.147 1.598  -0.15
16 C -0.453 -0.684 3.022  -0.84
17 C 0.490 -0.092 3.844  -0.58
18 H 2.712 1.402 6.679  0.25
19 H 2.356 -0.213 5.975  0.34
20 H 2.781 1.161 4.901  0.33
21 H -1.578 1.920 5.689  0.45
22 H -3.203 1.037 4.048  0.53
23 H -3.875 -0.815 2.586  0.54
24 H -4.388 -1.646 0.460  0.38
25 H -3.948 -3.175 -1.458  0.42
26 H -1.211 -6.487 -2.465  0.24
27 H -0.023 -5.321 -1.780  0.33
28 H -0.945 -6.407 -0.686  0.34
29 H -0.374 -4.608 0.521  0.36
30 H -0.887 -3.205 2.471  0.54
31 H -0.089 -1.308 2.206  0.79
32 H 1.555 -0.312 3.705  0.37
33 C -6.256 -6.051 2.618  -1.37
34 C -5.190 -5.005 2.482  0.11
35 O -5.425 -4.039 3.558  -0.42
36 C -4.319 -3.386 4.030  0.48
37 C -4.655 -2.004 4.320  -0.35
38 S -3.805 -1.140 5.442  0.97
39 C -2.838 -2.104 6.601  -0.15
40 C -1.587 -2.610 6.238  0.36
41 C -0.714 -3.086 7.219  -0.91
42 C -1.124 -3.115 8.559  -0.42
43 C -2.399 -2.663 8.905  -0.58
44 C -3.251 -2.138 7.936  -0.43
45 O -4.686 -0.268 6.235  -0.87
46 O -3.211 -3.911 4.139  -0.60
47 H -6.314 -6.606 1.687  0.39
48 H -5.970 -6.740 3.415  0.32
49 H -7.227 -5.603 2.839  0.31
50 H -4.182 -5.427 2.578  0.28
51 H -5.286 -4.446 1.542  0.15
52 H -5.659 -1.646 4.106  0.57
53 H -1.310 -2.615 5.186  0.31
54 H 0.274 -3.428 6.925  0.42
55 H -0.452 -3.484 9.334  0.39
56 H -2.754 -2.685 9.932  0.38
57 H -4.225 -1.745 8.204  0.44

Properties
**Relative energy (zero: lowest compared OMol25 entry of this formula, charge and spin)**: 3.780 eV
**HOMO-LUMO gap**: 5.431 eV

=====

# 4
A structure of composition C45H51ClInN8O6S3. Source: OMol25; level of theory: the ωB97M-V functional and the def2-TZVPD basis.

Each line ends with the Mulliken charge.
Element x y z (Å)
1 In 0.008 0.156 -0.045  1.24
2 C -0.534 0.383 -4.220  -1.35
3 C -0.954 1.275 -3.085  0.83
4 N -1.976 0.916 -2.389  0.30
5 N -2.578 1.898 -1.636  -0.99
6 C -2.819 1.724 -0.401  0.74
7 S -2.317 0.433 0.679  -0.39
8 S -3.990 2.898 0.255  -0.26
9 C -3.215 3.420 1.822  -0.27
10 C -2.534 4.755 1.719  0.06
11 C -3.247 5.929 1.940  -0.52
12 C -2.626 7.165 1.851  -0.61
13 C -1.276 7.239 1.543  -0.56
14 C -0.562 6.072 1.315  -1.02
15 C -1.184 4.835 1.395  1.10
16 C -0.213 2.529 -2.869  0.60
17 C 0.127 3.317 -3.970  -0.64
18 C 0.793 4.518 -3.835  -1.00
19 C 1.149 4.940 -2.556  -1.11
20 C 0.863 4.163 -1.458  0.27
21 C 0.189 2.928 -1.570  -0.36
22 O -0.028 2.238 -0.480  0.37
23 H -1.380 0.201 -4.886  0.21
24 H -0.172 -0.572 -3.848  -0.20
25 H 0.277 0.833 -4.788  0.63
26 H -2.514 2.634 2.105  -0.27
27 H -4.020 3.453 2.557  0.68
28 H -4.302 5.871 2.181  0.38
29 H -3.196 8.070 2.023  0.35
30 H -0.784 8.202 1.480  0.39
31 H 0.491 6.126 1.070  0.33
32 H -0.629 3.928 1.199  0.05
33 H -0.169 2.982 -4.958  0.49
34 H 1.019 5.123 -4.703  0.38
35 H 1.656 5.889 -2.421  0.48
36 H 1.138 4.487 -0.464  0.26
37 Cl 2.982 -4.276 -1.337  -0.26
38 C 1.934 -2.975 -0.722  0.38
39 C 1.296 -2.140 -1.825  0.14
40 O 1.639 -2.228 -2.986  -0.77
41 O 0.315 -1.413 -1.397  0.54
42 H 2.538 -2.328 -0.092  -0.06
43 H 1.153 -3.421 -0.110  -0.16
44 S 4.001 -0.491 2.437  -0.42
45 C 2.501 -0.500 1.826  0.49
46 N 1.412 -0.520 1.404  -0.53
47 N 0.080 1.830 2.875  -0.48
48 C 0.597 1.404 3.815  0.03
49 N 1.165 0.907 4.901  0.54
50 C 0.295 0.376 5.945  -0.77
51 C 1.045 -0.675 6.751  -0.62
52 C 2.351 -0.098 7.288  -0.76
53 C 3.208 0.402 6.129  -0.54
54 C 2.456 1.447 5.320  -0.42
55 H -0.585 -0.049 5.463  0.43
56 H -0.036 1.190 6.608  0.34
57 H 1.261 -1.526 6.100  0.29
58 H 0.406 -1.028 7.563  0.35
59 H 2.890 -0.845 7.873  0.35
60 H 2.124 0.738 7.960  0.32
61 H 3.457 -0.426 5.463  0.18
62 H 4.144 0.833 6.489  0.35
63 H 3.014 1.711 4.422  0.13
64 H 2.301 2.356 5.922  0.35
65 C -4.620 -1.166 -6.001  -1.03
66 O -3.911 -1.576 -4.853  -0.38
67 C -2.956 -2.542 -4.994  0.46
68 C -2.649 -3.191 -6.181  -0.50
69 C -1.638 -4.145 -6.203  -0.74
70 C -0.928 -4.442 -5.055  -1.29
71 C -1.230 -3.791 -3.867  0.41
72 C -2.247 -2.855 -3.824  0.02
73 N -2.544 -2.096 -2.676  0.36
74 C -2.295 -2.366 -1.403  -0.77
75 C -2.129 -3.575 -0.735  0.32
76 C -2.586 -4.838 -1.208  -0.35
77 C -2.572 -5.933 -0.407  -0.81
78 C -2.086 -5.813 0.931  -0.38
79 C -1.633 -4.639 1.427  -0.99
80 C -1.585 -3.439 0.609  0.13
81 O -1.065 -2.388 1.008  -0.29
82 H -3.949 -0.729 -6.746  0.40
83 H -5.325 -0.410 -5.664  0.28
84 H -5.167 -1.999 -6.451  0.35
85 H -3.182 -2.955 -7.089  0.41
86 H -1.401 -4.643 -7.134  0.38
87 H -0.119 -5.158 -5.077  0.42
88 H -0.654 -3.990 -2.975  0.52
89 H -2.722 -1.109 -2.853  0.49
90 H -2.280 -1.478 -0.779  0.51
91 H -2.996 -4.907 -2.208  0.43
92 H -2.950 -6.882 -0.761  0.41
93 H -2.087 -6.693 1.566  0.38
94 H -1.264 -4.552 2.440  0.44
95 C 2.786 2.707 0.865  -1.12
96 N 3.528 2.480 -0.357  0.78
97 C 4.640 3.375 -0.603  -0.77
98 C 5.756 2.631 -1.308  -0.78
99 C 5.183 2.082 -2.597  -0.70
100 N 3.983 1.322 -2.329  0.46
101 C 3.579 0.399 -3.368  -0.69
102 C 3.193 1.488 -1.225  -0.71
103 O 2.217 0.752 -1.062  -0.25
104 H 3.344 2.334 1.728  0.61
105 H 1.816 2.226 0.819  -0.44
106 H 2.616 3.780 0.984  0.46
107 H 4.971 3.766 0.361  0.44
108 H 4.311 4.228 -1.214  0.28
109 H 6.093 1.808 -0.674  0.31
110 H 6.601 3.289 -1.511  0.39
111 H 5.897 1.420 -3.096  0.35
112 H 4.964 2.907 -3.291  0.30
113 H 4.330 -0.385 -3.495  0.32
114 H 3.465 0.934 -4.316  0.31
115 H 2.636 -0.070 -3.111  -0.19

Properties
**Relative energy (zero: lowest compared OMol25 entry of this formula, charge and spin)**: 0.000 eV
**HOMO-LUMO gap**: 7.317 eV
**Total charge**: -1

=====

# 5
A structure of composition ClH3O3SSi at a distorted geometry. Source: OMol25; level of theory: the ωB97M-V functional and the def2-TZVPD basis.

Each line ends with the Mulliken charge.
Element x y z (Å)
1 O -2.307 -0.521 -1.083  -0.37
2 O -1.414 1.074 0.467  -0.44
3 O 1.643 0.560 0.872  -0.43
4 Si 1.008 -0.256 -0.348  0.59
5 S -2.251 -0.092 0.284  0.68
6 Cl -0.083 -1.576 0.640  -0.20
7 H 2.037 -1.260 -0.831  -0.13
8 H 1.388 1.472 1.097  0.35
9 H -0.020 0.599 -1.099  -0.05

Properties
**Relative energy (zero: lowest compared OMol25 entry of this formula, charge and spin)**: 0.827 eV
**HOMO-LUMO gap**: 10.341 eV

=====

# 6
A structure of composition C4H6N2O. Source: OMol25; level of theory: the ωB97M-V functional and the def2-TZVPD basis.

Each line ends with the Mulliken charge.
Element x y z (Å)
1 C 0.551 1.166 -0.952  -1.05
2 C -0.657 0.398 -0.986  0.64
3 N -1.668 0.798 -0.236  -0.55
4 O -1.913 -0.462 0.579  -0.28
5 C -0.715 -1.116 0.424  -0.02
6 N 0.327 -0.556 1.307  -0.38
7 C -0.277 -1.043 -0.879  -0.36
8 H 0.480 2.160 -0.504  0.36
9 H 0.777 0.392 0.551  0.33
10 H 1.317 1.051 -1.724  0.28
11 H 1.128 -1.174 1.451  0.36
12 H -0.037 -0.227 2.209  0.31
13 H 0.688 -1.388 -1.241  0.36

Properties
**Relative energy (zero: lowest compared OMol25 entry of this formula, charge and spin)**: 8.273 eV
**HOMO-LUMO gap (spin up / spin down)**: 7.461 / 7.463 eV

=====

# 7
A cluster of 2 separate species, C2H3NO2 in total at a distorted geometry. Source: OMol25; level of theory: the ωB97M-V functional and the def2-TZVPD basis.

Each line ends with the Mulliken charge.
Element x y z (Å)
1 C 1.021 -1.877 0.730  0.61
2 C -1.060 0.530 -0.108  -0.34
3 N 1.142 -1.758 1.928  -0.43
4 O 0.787 -2.050 -0.397  -0.42
5 O -0.117 1.171 0.225  -0.21
6 H -1.106 -0.598 -0.126  0.26
7 H -1.988 1.070 -0.577  0.28
8 H 1.847 -1.497 2.465  0.25

Properties
**Relative energy (zero: lowest compared OMol25 entry of this formula, charge and spin)**: 2.012 eV
**Expectation value of S²**: 2.01
**Spin multiplicity**: 3
**HOMO-LUMO gap (spin up / spin down)**: 7.243 / 8.975 eV

=====

# 8
An isolated molecule of C5H7NO. Source: OMol25; level of theory: the ωB97M-V functional and the def2-TZVPD basis.

Each line ends with the Mulliken charge.
Element x y z (Å)
1 C -0.376 1.723 0.838  -1.30
2 C -0.410 0.412 0.131  0.30
3 O -1.627 -0.033 -0.305  -0.39
4 C -1.427 -1.231 -0.904  -0.40
5 C -0.115 -1.563 -0.888  -0.58
6 C 0.554 -0.485 -0.214  0.71
7 N 1.951 -0.380 -0.037  -0.61
8 H 0.312 1.688 1.691  0.33
9 H -0.062 2.548 0.187  0.27
10 H -1.372 1.961 1.220  0.33
11 H -2.311 -1.709 -1.298  0.46
12 H 0.345 -2.448 -1.304  0.40
13 H 2.309 -1.035 0.648  0.24
14 H 2.230 0.554 0.235  0.25

Properties
**Structure (SMILES)**: Cc1occc1N
**Relative energy (zero: lowest compared OMol25 entry of this formula, charge and spin)**: 0.753 eV
**HOMO-LUMO gap**: 9.005 eV

=====

Q: What is the formula in the second record?
A: C3H4I2O

=====

Q: What is the formula in the fifth record?
A: ClH3O3SSi